[1]
This record from the OMol25 dataset describes C3H2LiO3Pt as an isolated structure. The level of theory is ωB97M-V with the def2-TZVPD basis set.

Geometry (Å):
C -1.1101 1.1067 -0.9806
C 0.1292 0.8645 -1.3083
O 1.2543 0.8435 -1.6765
Pt 2.7775 0.2131 -1.2421
H -1.9095 0.4616 -1.3088
H -1.3675 1.9149 -0.3147
O -1.5348 -1.1005 1.8218
C -0.5259 -0.8421 1.3622
Li 1.5238 -2.5166 2.4055
O 0.7631 -0.9451 1.2415

Force components x, y, z for each atom (eV/Å):
C -0.15 -0.69 0.51
C -0.06 0.96 -0.56
O -10.80 4.02 -2.80
Pt 10.79 -4.58 3.20
H -0.01 -0.11 -0.23
H 0.18 0.25 0.05
O -1.17 0.74 -0.59
C 7.20 -1.70 0.58
Li 0.12 0.45 -0.41
O -6.09 0.66 0.25

Output
- LUMO level (alpha / beta) (eV) = -5.2 / -5.2
- charge = +1
- 2S+1 = 3
- gap between HOMO and LUMO (alpha / beta) (eV) = 4.0 / 7.2
- E_tot (a.u.) = -467.58995

[2]
This record from the OMol25 dataset describes C3H2LiO3Ru as an isolated structure. The level of theory is ωB97M-V with the def2-TZVPD basis set.

Geometry (Å):
C 3.0718 0.1859 1.0439
C 2.1716 -0.2682 0.2172
O 1.3902 -0.7655 -0.5051
Li -0.4783 -0.8980 -1.0245
H 3.4559 1.1971 0.9072
H 3.4444 -0.4673 1.8335
O -3.9152 0.9859 -0.0398
C -2.7200 0.7224 -0.1363
Ru -4.1685 -0.4994 -1.4298
O -2.2520 -0.1929 -0.8665

Force components x, y, z for each atom (eV/Å):
C 2.14 1.26 1.65
C -4.27 -3.23 -4.19
O 2.87 2.07 2.64
Li -0.32 -0.27 -0.39
H 0.20 0.26 0.11
H 0.15 -0.13 0.28
O 0.75 0.58 0.55
C 0.01 1.99 1.84
Ru -3.71 -1.89 -2.29
O 2.19 -0.64 -0.20

Output
- LUMO level (alpha / beta) (eV) = -13.4 / -16.6
- charge = +3
- 2S+1 = 7
- gap between HOMO and LUMO (alpha / beta) (eV) = 8.7 / 6.6
- E_tot (a.u.) = -442.21947

[3]
This record from the OMol25 dataset describes C3H2LiO3Sc as an isolated structure. The level of theory is ωB97M-V with the def2-TZVPD basis set.

Geometry (Å):
C 1.2791 -0.6877 -0.5573
C 0.2074 0.0588 -0.2071
O -1.0563 -0.3019 -0.6749
C -2.1728 -0.0435 0.0503
O -2.0016 0.3436 1.2275
O 2.5338 -0.3768 -0.2822
Li -3.8862 0.1982 1.0626
H 0.2580 0.8321 0.5612
H 1.0672 -0.9045 -1.6594
Sc 3.7713 0.8818 0.4791

Force components x, y, z for each atom (eV/Å):
C -2.12 2.18 -4.15
C 1.04 -0.25 2.40
O -3.26 0.05 -0.53
C 6.96 0.51 1.77
O -2.28 -0.74 -2.56
O 1.00 0.85 1.48
Li -1.22 0.16 0.71
H -0.50 -0.21 0.00
H 0.67 -1.69 1.36
Sc -0.29 -0.86 -0.49

Output
- LUMO level (alpha / beta) (eV) = -10.3 / -8.8
- charge = +2
- 2S+1 = 1
- gap between HOMO and LUMO (alpha / beta) (eV) = 5.6 / 7.2
- E_tot (a.u.) = -1108.74990

[4]
This record from the OMol25 dataset describes C3H2LiO3Tl as an isolated structure. The level of theory is ωB97M-V with the def2-TZVPD basis set.

Geometry (Å):
C 1.1530 -0.8909 1.7161
C -0.1150 -0.3986 1.0848
O -1.2834 -0.8249 0.9190
Tl -2.1555 0.1943 -0.9715
H 1.3960 -1.9542 1.6224
H 1.4847 -0.4105 2.6418
O 1.8683 0.0134 0.4924
C 0.6438 0.4265 0.1709
Li 1.6442 1.2702 -2.1806
O 0.3044 0.9272 -0.9302

Force components x, y, z for each atom (eV/Å):
C 0.91 1.19 -0.95
C 0.65 1.00 -1.24
O -0.19 -0.27 0.96
Tl -0.95 0.14 -0.57
H 0.12 0.38 -0.15
H -0.02 -0.29 -0.24
O 0.09 -0.84 1.88
C -1.12 -2.41 0.92
Li -0.19 -0.02 0.28
O 0.69 1.12 -0.89

Output
- LUMO level (alpha / beta) (eV) = -4.3 / -4.3
- charge = +1
- 2S+1 = 2
- gap between HOMO and LUMO (alpha / beta) (eV) = 6.7 / 9.0
- E_tot (a.u.) = -521.00532

[5]
This record from the OMol25 dataset describes C3H2MgO2 as an isolated structure. The level of theory is ωB97M-V with the def2-TZVPD basis set.

Geometry (Å):
O -1.1156 -0.3766 -0.0150
C -0.6103 0.8307 -0.4085
C 0.7184 0.8169 -0.2843
O 1.1157 -0.4010 0.2077
C -0.0093 -1.1997 0.3330
Mg -0.3051 -2.7173 1.6630
H -1.2804 1.5363 -0.8886
H 1.4866 1.5107 -0.6075

Force components x, y, z for each atom (eV/Å):
O 3.15 -1.93 0.62
C 0.05 0.11 -0.55
C 0.12 0.26 -0.40
O -2.93 -1.72 -0.09
C -0.06 5.11 -1.57
Mg -0.24 -1.56 1.19
H 0.10 -0.13 0.43
H -0.18 -0.15 0.36

Output
- LUMO level (alpha / beta) (eV) = -5.3 / -5.3
- charge = +1
- 2S+1 = 2
- gap between HOMO and LUMO (alpha / beta) (eV) = 6.1 / 9.8
- E_tot (a.u.) = -465.73226

[6]
This record from the OMol25 dataset describes C3H2MgO3Rb as an isolated structure. The level of theory is ωB97M-V with the def2-TZVPD basis set.

Geometry (Å):
C 0.4764 -1.4122 -0.3636
C 0.4007 -1.1177 0.9765
O 0.0134 -0.4343 1.8050
H 1.4617 -1.2856 -0.7985
H -0.1132 -2.2627 -0.6865
O -1.7378 0.2549 -0.9917
C -0.5618 0.2089 -1.0207
O 0.0691 1.3866 -0.8106
Rb 1.2709 3.6657 0.8249
Mg -1.2795 0.9964 1.0651

Force components x, y, z for each atom (eV/Å):
C -1.02 1.73 -0.97
C 2.33 -3.89 -3.12
O -1.66 2.79 3.70
H -0.03 -0.13 0.02
H 0.13 -0.13 0.05
O -4.37 -2.18 0.80
C 4.85 3.81 -0.20
O 0.42 -2.93 1.04
Rb 0.02 -0.09 -0.35
Mg -0.67 1.02 -0.96

Output
- LUMO level (alpha / beta) (eV) = -4.6 / -4.1
- charge = +1
- 2S+1 = 1
- gap between HOMO and LUMO (alpha / beta) (eV) = 6.3 / 6.0
- E_tot (a.u.) = -565.10363